Record 1
{
  "formula": "C23H14BrN3O5Re",
  "method": "ωB97M-V with the def2-TZVPD basis set",
  "species": ["Re", "Br", "C", "C", "C", "C", "O", "C", "C", "N", "C", "C", "C", "C", "C", "C", "C", "C", "N", "C", "C", "H", "H", "H", "H", "H", "H", "H", "H", "H", "H", "O", "C", "O", "C", "C", "C", "C", "C", "C", "N", "O", "O", "H", "H", "H", "H"],
  "xyz": [[0.00217, -0.32125, 0.34949], [5.71600, -1.77903, 4.99400], [4.44582, -1.52166, 3.63709], [4.81146, -1.69711, 2.29733], [3.89144, -1.52203, 1.27920], [2.59913, -1.15924, 1.59235], [1.69006, -1.00857, 0.60318], [2.21495, -0.97001, 2.92919], [0.88573, -0.62673, 3.27325], [-0.09069, -0.36910, 2.44079], [-1.40455, -0.11263, 2.94818], [-1.75185, 0.28534, 4.20926], [-3.11523, 0.41604, 4.55287], [-4.10471, 0.14571, 3.64922], [-3.76497, -0.24525, 2.33072], [-4.70029, -0.55269, 1.31990], [-4.26713, -0.93015, 0.06902], [-2.90328, -0.98355, -0.19483], [-1.99084, -0.68262, 0.73262], [-2.40853, -0.34307, 1.99878], [3.15807, -1.16927, 3.95426], [5.82747, -1.98241, 2.05967], [4.17078, -1.67241, 0.24508], [0.65739, -0.61657, 4.33570], [-1.00752, 0.51634, 4.95999], [-3.36936, 0.73132, 5.55521], [-5.14721, 0.23228, 3.92512], [-5.75953, -0.49573, 1.53952], [-4.96502, -1.18005, -0.71652], [-2.53210, -1.26183, -1.17229], [2.86788, -1.03954, 4.98921], [0.40996, 2.96775, -1.32156], [0.33156, 2.00731, -1.95579], [-0.06316, 0.69379, -1.07442], [0.48536, 1.62998, -3.34590], [0.37464, 0.32100, -3.81816], [0.54125, 0.07817, -5.16699], [0.81618, 1.14449, -6.00267], [0.93416, 2.44645, -5.55862], [0.76616, 2.69382, -4.20937], [0.99438, 0.87084, -7.45572], [0.82082, -0.26933, -7.81626], [1.30065, 1.80920, -8.14983], [0.16762, -0.49870, -3.14786], [0.46410, -0.91620, -5.58219], [1.15275, 3.23760, -6.26107], [0.84801, 3.69932, -3.82010]],
  "forces_ev_per_angstrom": [[0.0, 0.2, 0.2], [0.0, 0.0, -0.1], [0.2, 0.0, 0.0], [0.0, 0.0, 0.1], [0.2, -0.1, -0.2], [0.0, 0.1, 0.3], [0.0, -0.4, -0.1], [-0.2, 0.1, -0.1], [0.0, -0.1, 0.1], [0.0, 0.2, -0.2], [0.0, -0.1, 0.0], [0.0, 0.1, 0.1], [0.0, 0.0, 0.0], [0.0, 0.0, 0.0], [-0.1, 0.0, 0.0], [0.0, 0.0, 0.0], [-0.1, 0.0, 0.1], [0.0, -0.1, 0.0], [0.0, -0.1, 0.1], [0.0, 0.0, -0.1], [0.0, 0.0, 0.1], [0.0, 0.0, 0.0], [0.0, 0.0, 0.0], [0.0, 0.0, 0.0], [0.0, 0.0, 0.0], [0.0, 0.0, 0.0], [0.0, 0.0, 0.0], [0.0, 0.0, 0.0], [0.0, 0.0, 0.0], [0.0, 0.0, 0.0], [0.0, 0.0, 0.0], [0.0, 0.1, 0.1], [-0.1, 0.0, 0.1], [0.1, 0.0, -0.1], [0.0, 0.0, 0.0], [0.0, 0.0, 0.0], [0.0, -0.1, 0.0], [0.0, 0.0, 0.0], [0.0, 0.1, 0.0], [0.0, 0.0, 0.0], [0.0, 0.0, 0.0], [0.0, -0.1, 0.0], [0.0, 0.1, 0.0], [0.0, 0.0, 0.0], [0.0, 0.0, 0.0], [0.0, 0.0, 0.0], [0.0, 0.0, 0.0]],
  "nbo_charge": [1.66, 0.17, -0.11, -0.11, -0.26, 0.42, -0.63, -0.23, 0.27, -0.55, 0.07, -0.15, -0.17, -0.13, -0.11, -0.01, -0.26, 0.14, -0.53, 0.23, -0.13, 0.26, 0.26, 0.22, 0.24, 0.26, 0.25, 0.26, 0.27, 0.24, 0.25, -0.39, 0.85, -0.68, -0.25, -0.09, -0.20, 0.10, -0.19, -0.10, 0.52, -0.34, -0.32, 0.22, 0.27, 0.28, 0.25],
  "spin_multiplicity": 2,
  "relative_energy_ev": 1.0537,
  "mol_weight_g_mol": 678.492,
  "charge": 2,
  "orbital_gap_ev": [6.5, 6.4]
}

Record 2
{
  "formula": "C36H96BO40",
  "method": "ωB97M-V with the def2-TZVPD basis set",
  "species": ["O", "C", "O", "B", "O", "C", "O", "O", "C", "O", "C", "O", "O", "C", "C", "O", "O", "H", "H", "H", "H", "H", "H", "C", "C", "O", "O", "H", "H", "H", "H", "H", "H", "C", "C", "O", "O", "H", "H", "H", "H", "H", "H", "C", "C", "O", "O", "H", "H", "H", "H", "H", "H", "C", "C", "O", "O", "H", "H", "H", "H", "H", "H", "C", "C", "O", "O", "H", "H", "H", "H", "H", "H", "C", "C", "O", "O", "H", "H", "H", "H", "H", "H", "C", "C", "O", "O", "H", "H", "H", "H", "H", "H", "C", "C", "O", "O", "H", "H", "H", "H", "H", "H", "C", "C", "O", "O", "H", "H", "H", "H", "H", "H", "C", "C", "O", "O", "H", "H", "H", "H", "H", "H", "C", "C", "O", "O", "H", "H", "H", "H", "H", "H", "C", "C", "O", "O", "H", "H", "H", "H", "H", "H", "C", "C", "O", "O", "H", "H", "H", "H", "H", "H", "C", "C", "O", "O", "H", "H", "H", "H", "H", "H", "C", "C", "O", "O", "H", "H", "H", "H", "H", "H"],
  "xyz": [[-17.99971, 12.72787, 14.94903], [-17.86525, 12.38747, 13.78306], [-18.77348, 12.55980, 12.84139], [-18.32502, 11.86136, 11.63147], [-17.11884, 11.17099, 12.02548], [-16.73059, 11.44914, 13.21410], [-15.85737, 10.89761, 13.82652], [-17.99594, 12.92914, 10.64467], [-18.61747, 12.75090, 9.47897], [-18.61669, 13.40634, 8.45119], [-19.51446, 11.51804, 9.69146], [-19.29275, 11.04050, 10.93737], [-20.28481, 11.04949, 8.85237], [-16.67840, 9.07320, 17.22846], [-16.84333, 10.64129, 17.33212], [-16.83670, 10.94126, 18.69651], [-15.26553, 8.65265, 17.20918], [-17.09728, 8.72415, 16.28464], [-17.14366, 8.63337, 18.11061], [-17.79096, 10.96446, 16.90124], [-16.00873, 11.06118, 16.77067], [-15.99032, 10.78477, 19.12166], [-14.71189, 9.33715, 16.82638], [-20.99560, 10.75739, 16.04429], [-20.69442, 10.38825, 14.59796], [-21.60337, 9.42181, 14.11265], [-22.29501, 11.20785, 16.37306], [-20.35364, 11.59037, 16.33090], [-20.71953, 9.85484, 16.58955], [-19.65869, 10.07161, 14.47507], [-20.86138, 11.27132, 13.98117], [-21.44603, 8.63294, 14.63662], [-22.87455, 10.48599, 16.11877], [-18.30052, 16.19890, 12.60498], [-18.96700, 16.74609, 11.39364], [-19.23096, 18.19346, 11.55805], [-16.99742, 16.68059, 12.93222], [-18.20541, 15.12794, 12.42583], [-18.81479, 16.35357, 13.55351], [-19.87451, 16.16212, 11.24033], [-18.44265, 16.58870, 10.45109], [-18.91140, 18.62576, 10.76269], [-17.06984, 17.49229, 13.43966], [-21.15417, 13.64403, 5.72845], [-21.80660, 12.25732, 6.03349], [-22.62208, 12.33330, 7.19419], [-22.07436, 14.67140, 5.54178], [-20.52987, 13.64995, 4.83496], [-20.43048, 13.86239, 6.51375], [-20.96554, 11.61314, 6.28990], [-22.37066, 11.88767, 5.17716], [-22.10304, 12.81456, 7.84272], [-21.62266, 15.39559, 5.10234], [-13.66087, 14.31208, 15.91548], [-14.47520, 14.38895, 14.65160], [-13.63923, 14.11007, 13.53377], [-12.63432, 15.36630, 15.78739], [-13.11214, 13.37035, 15.92667], [-14.28197, 14.45079, 16.80040], [-14.98962, 15.33533, 14.48476], [-15.29036, 13.66537, 14.65842], [-14.00590, 14.39964, 12.69514], [-12.40686, 15.36179, 14.85474], [-22.02706, 7.77994, 6.93630], [-22.88242, 8.87609, 7.55436], [-22.29521, 9.27499, 8.80356], [-20.68738, 8.24607, 6.95454], [-22.29355, 7.57102, 5.90023], [-22.08734, 6.94967, 7.63994], [-23.88018, 8.47497, 7.73232], [-22.86206, 9.79316, 6.96557], [-21.44521, 9.64889, 8.56007], [-20.65017, 8.99953, 6.36080], [-17.51663, 15.31263, 17.79640], [-17.67163, 14.22329, 18.85037], [-18.30394, 14.61806, 20.02037], [-16.53157, 16.28557, 18.11834], [-18.40633, 15.91312, 17.60683], [-17.37792, 14.89392, 16.79963], [-16.75274, 13.65588, 18.99800], [-18.30750, 13.47318, 18.38015], [-18.69554, 13.85978, 20.45998], [-16.80933, 16.69877, 18.93914], [-14.02128, 10.87252, 10.60516], [-14.50248, 11.63511, 9.31941], [-14.95456, 10.66623, 8.29522], [-12.79107, 10.22213, 10.35205], [-14.76329, 10.15829, 10.96207], [-13.77308, 11.49583, 11.46422], [-13.60774, 12.19948, 9.05664], [-15.31981, 12.34387, 9.45256], [-15.78166, 10.22961, 8.51171], [-12.10309, 10.86521, 10.53841], [-16.90023, 6.86314, 13.86618], [-17.91952, 6.10959, 14.77907], [-18.59123, 5.06579, 14.06515], [-17.43581, 8.09213, 13.30079], [-16.55553, 6.18865, 13.08237], [-16.00324, 7.00933, 14.46797], [-18.71294, 6.80059, 15.06388], [-17.38509, 5.77485, 15.66813], [-19.04297, 4.58756, 14.76431], [-16.72493, 8.60071, 12.90381], [-15.23651, 15.38753, 10.08170], [-14.17566, 15.81581, 9.07475], [-14.48766, 15.53560, 7.69491], [-14.87867, 15.74620, 11.39737], [-15.58905, 14.35712, 10.03631], [-16.16928, 15.86532, 9.78210], [-13.23015, 15.35934, 9.36760], [-14.08849, 16.90232, 9.07359], [-15.44541, 15.59592, 7.66884], [-15.63343, 16.14709, 11.83468], [-22.25798, 13.24450, 11.30785], [-22.36119, 14.41102, 10.35957], [-21.34226, 14.18831, 9.41248], [-23.48941, 13.36491, 12.10428], [-21.36443, 13.41641, 11.90795], [-22.30169, 12.33860, 10.70325], [-22.29940, 15.40050, 10.81258], [-23.32895, 14.38892, 9.85851], [-20.93206, 15.00724, 9.12492], [-23.65434, 12.48588, 12.45312], [-20.17788, 7.49528, 10.58200], [-20.92424, 7.09783, 11.85249], [-20.87495, 5.73644, 12.21180], [-18.78408, 7.13768, 10.64234], [-20.29996, 8.56921, 10.44110], [-20.61569, 6.94662, 9.74809], [-21.96270, 7.38491, 11.68728], [-20.58106, 7.71131, 12.68553], [-19.99275, 5.65027, 12.58045], [-18.49715, 7.48573, 11.48976], [-22.02987, 14.09617, 15.17167], [-22.99684, 15.27647, 14.71794], [-23.21958, 16.26936, 15.64020], [-20.67102, 14.54343, 15.05871], [-22.26703, 13.25619, 14.51876], [-22.20823, 13.88592, 16.22622], [-23.98615, 14.92156, 14.42915], [-22.60350, 15.72959, 13.80796], [-22.50092, 16.87859, 15.45591], [-20.04373, 13.82935, 15.19364], [-17.53699, 17.51038, 5.53931], [-17.36801, 16.03024, 5.87850], [-17.17839, 15.78711, 7.26921], [-18.73097, 17.99538, 6.00649], [-17.50544, 17.60557, 4.45394], [-16.61978, 17.95634, 5.92395], [-16.47931, 15.68328, 5.35131], [-18.21049, 15.53547, 5.39525], [-17.97181, 15.98918, 7.77045], [-18.52023, 18.91984, 6.15672], [-16.63059, 11.83897, 4.00472], [-16.86550, 12.52698, 5.28516], [-18.25971, 12.47417, 5.75005], [-17.24398, 12.44631, 2.90155], [-16.95970, 10.80903, 4.14259], [-15.55134, 11.84716, 3.85226], [-16.51882, 13.55405, 5.17094], [-16.14761, 12.23585, 6.05195], [-18.22839, 12.64039, 6.69504], [-18.17669, 12.24081, 2.99860], [-12.96077, 9.57863, 14.05808], [-12.87419, 10.81405, 14.99235], [-13.23307, 10.46280, 16.27746], [-11.97416, 8.63479, 14.33442], [-12.91374, 9.96173, 13.03870], [-13.94769, 9.15165, 14.23632], [-13.62361, 11.55564, 14.71574], [-11.89217, 11.27603, 15.09391], [-12.56556, 9.84690, 16.58842], [-11.16041, 9.14346, 14.36012]],
  "forces_ev_per_angstrom": [[0.4, -0.2, -1.6], [-0.3, 0.0, 2.2], [0.2, -0.3, 0.3], [-0.2, 1.1, -0.9], [0.4, -1.1, -2.0], [-0.8, 0.0, 1.9], [0.1, 0.6, 0.0], [0.3, 0.9, -1.8], [-0.7, 0.1, 0.1], [0.7, -0.5, 1.7], [-1.5, -1.7, -1.2], [-0.6, 0.1, -0.9], [2.2, 1.3, 2.1], [1.4, 1.0, -1.0], [0.7, -2.7, -0.1], [-0.5, 1.2, 1.0], [-1.5, -0.1, 0.8], [-0.4, -0.2, 0.0], [0.0, -0.2, -0.2], [0.1, 0.1, 0.1], [-0.1, 0.5, 0.0], [0.2, -0.2, -0.4], [0.1, 0.5, -0.3], [0.9, 0.2, 0.0], [-1.0, 1.3, -0.3], [-0.1, -0.2, 0.2], [0.1, -0.6, -0.5], [0.4, -0.2, 0.1], [0.0, 0.0, 0.7], [0.2, -0.1, 0.2], [0.1, 0.0, -0.2], [-0.1, -0.4, -0.1], [-0.4, 0.0, -0.1], [0.6, -0.5, 1.0], [-0.4, 1.7, -0.2], [0.1, -1.5, -0.2], [0.6, 0.1, -0.8], [0.0, -0.1, 0.2], [-1.1, -0.2, -0.5], [-0.5, 0.3, 0.3], [0.7, 0.0, 0.2], [0.0, 0.1, 0.0], [-0.1, 0.1, -0.1], [0.8, -1.0, -0.5], [0.8, 1.6, 0.5], [-0.5, -0.1, -0.7], [-1.2, 0.7, 0.3], [0.2, -0.9, -0.2], [-0.1, 0.1, 0.6], [0.2, -0.3, -0.5], [-0.2, 0.0, 0.2], [0.1, 0.1, 0.4], [-0.1, 0.0, 0.1], [1.3, 1.3, -1.4], [-1.2, -0.5, -0.8], [1.0, -0.5, 0.5], [-0.9, -0.6, 1.0], [-0.3, -0.2, 0.3], [0.3, 0.2, 0.0], [0.3, 0.4, 0.4], [-0.1, -0.4, 0.3], [-0.5, 0.5, -0.1], [0.1, -0.1, -0.3], [0.2, 1.1, 0.6], [0.7, 0.3, 0.8], [-1.2, -0.9, -0.3], [0.6, -0.3, -0.1], [-0.4, -0.5, 0.1], [0.2, -0.4, -0.5], [-0.2, 0.4, 0.0], [-0.6, -0.1, -0.6], [0.3, 0.1, 0.3], [0.2, 0.2, -0.1], [-0.6, 0.8, 0.5], [-0.6, -1.3, -2.0], [-0.1, 1.2, 1.1], [0.8, -0.2, -0.2], [-0.8, -0.5, 0.5], [0.9, -0.3, 0.2], [0.5, 0.5, 0.3], [-0.2, -0.2, -0.4], [0.1, 0.0, -0.1], [0.0, 0.0, 0.1], [-0.3, 0.7, -0.2], [-0.8, -1.8, 0.8], [1.6, 1.3, 0.2], [0.2, -0.7, -0.4], [0.1, -0.2, -0.3], [-0.9, 0.8, 0.0], [-0.2, -0.2, -1.1], [0.1, 0.0, 0.5], [-0.1, 0.3, 0.6], [0.1, -0.1, -0.1], [-0.3, -0.4, 0.3], [0.1, 1.4, -1.3], [0.7, -0.1, 0.4], [-0.2, -1.1, 0.7], [-0.4, -0.1, -0.3], [0.0, 0.7, 0.2], [0.3, 0.5, 0.4], [-0.1, -0.3, 0.0], [-0.3, -0.4, -0.3], [0.3, 0.1, 0.0], [-1.2, 0.2, -0.6], [0.0, 0.2, -0.6], [0.5, -0.7, 1.1], [0.8, -0.4, -0.3], [0.8, -0.5, -0.1], [-0.2, 0.7, 0.1], [0.2, 0.0, -0.3], [0.3, 0.1, 0.8], [-0.5, 0.0, -0.4], [-0.4, 0.3, 0.4], [-1.9, 1.4, 0.4], [-0.5, 0.0, -0.6], [0.8, 0.0, -0.6], [1.2, -0.5, -0.3], [0.1, -0.7, 0.2], [0.4, -0.2, 0.3], [0.3, -0.1, 0.4], [-0.2, -0.1, 0.0], [-0.1, 0.0, -0.1], [-0.2, -0.1, 0.2], [0.3, -0.8, 0.4], [-0.4, 0.8, -0.4], [0.1, 0.1, -0.2], [-0.7, 0.1, 0.0], [-0.1, 0.0, -0.2], [0.2, 0.2, -0.1], [-0.2, -0.1, 0.1], [0.2, 0.2, 0.1], [0.3, -0.7, 0.1], [0.5, 0.2, 0.3], [-0.7, 1.7, -0.2], [0.5, -2.1, -1.0], [0.5, 1.3, 1.0], [-0.4, 0.5, -0.5], [0.2, -0.2, 0.1], [-0.4, -0.3, -0.1], [0.1, -0.7, 0.1], [0.3, -0.3, -0.3], [-0.1, 0.4, 0.7], [0.1, -0.3, 0.0], [2.0, -2.0, -0.8], [-0.2, 0.8, -0.7], [-0.1, 0.0, -0.6], [-0.7, 1.1, 1.0], [0.2, -0.1, -0.3], [-0.2, 0.7, 0.3], [0.1, 0.0, 0.3], [-0.3, -0.6, 0.6], [-0.2, -0.1, -0.1], [-0.8, 0.3, 0.2], [0.4, -0.9, 0.5], [-0.5, 1.5, 1.5], [1.7, -0.3, -1.1], [-0.3, 0.1, -0.3], [0.0, -0.3, -0.3], [0.0, -0.1, -0.2], [-0.6, 0.5, -0.3], [-0.3, -1.0, 0.2], [-0.2, 0.2, 0.3], [-0.2, 0.2, -0.2], [-0.6, 2.0, 0.2], [-0.6, -0.3, -1.0], [-0.5, -0.7, 2.1], [0.5, -0.4, 0.3], [0.0, -0.3, -0.3], [0.1, -0.2, -0.1], [0.3, 0.0, -0.5], [0.4, 0.1, -0.9], [0.0, -0.2, 0.3], [0.4, -0.3, -0.1]],
  "lowdin_charge": [0.11, -0.34, 0.21, -0.94, 0.26, -0.38, 0.15, 0.21, -0.33, 0.11, -0.28, 0.25, 0.13, -0.17, -0.23, -0.07, -0.10, 0.09, 0.11, 0.10, 0.11, 0.09, 0.02, -0.25, -0.23, -0.05, -0.05, 0.11, 0.12, 0.12, 0.11, 0.08, 0.08, -0.20, -0.19, -0.07, -0.07, 0.11, 0.13, 0.10, 0.11, 0.07, 0.10, -0.27, -0.21, -0.07, -0.05, 0.11, 0.09, 0.09, 0.12, 0.04, 0.08, -0.17, -0.25, -0.08, -0.09, 0.09, 0.12, 0.12, 0.10, 0.05, 0.06, -0.23, -0.22, -0.09, -0.07, 0.11, 0.12, 0.12, 0.10, 0.01, 0.08, -0.23, -0.27, -0.05, -0.07, 0.12, 0.11, 0.11, 0.11, 0.09, 0.08, -0.24, -0.16, -0.08, -0.07, 0.11, 0.11, 0.11, 0.09, 0.07, 0.08, -0.18, -0.21, -0.07, -0.08, 0.12, 0.11, 0.11, 0.12, 0.09, 0.07, -0.24, -0.21, -0.08, -0.06, 0.10, 0.10, 0.12, 0.12, 0.01, 0.04, -0.17, -0.24, -0.07, -0.08, 0.12, 0.13, 0.12, 0.13, 0.09, 0.08, -0.21, -0.25, -0.06, -0.07, 0.10, 0.11, 0.12, 0.09, 0.04, 0.03, -0.20, -0.27, -0.05, -0.09, 0.09, 0.11, 0.11, 0.11, 0.09, 0.03, -0.29, -0.22, -0.07, -0.03, 0.12, 0.13, 0.12, 0.12, 0.09, 0.09, -0.28, -0.22, -0.07, -0.04, 0.12, 0.13, 0.09, 0.12, 0.03, 0.08, -0.24, -0.25, -0.07, -0.04, 0.10, 0.11, 0.09, 0.13, 0.10, 0.09],
  "relative_energy_ev": 0.0000,
  "mol_weight_g_mol": 1179.936,
  "charge": -1,
  "orbital_gap_ev": 8.8
}